{
  "formula": "CH3Cl2PS",
  "method": "ωB97M-V/def2-TZVPD",
  "species": ["C", "P", "S", "Cl", "Cl", "H", "H", "H"],
  "coordinates": [[0.886, 0.934, 0.208], [-0.828, -1.473, -0.856], [0.811, -0.891, 0.230], [-1.654, -2.641, 0.504], [-1.904, 0.231, -0.684], [1.687, 1.300, 0.939], [-0.120, 1.327, 0.409], [1.121, 1.213, -0.751]],
  "lowdin_charge": [-0.48, -0.24, 0.39, 0.14, 0.17, 0.07, -0.03, -0.02],
  "relative_energy_kcal_mol": 16.0
}


{
  "formula": "C3H4Br2S",
  "method": "ωB97M-V/def2-TZVPD",
  "species": ["C", "C", "C", "S", "Br", "Br", "H", "H", "H", "H"],
  "coordinates": [[2.492, -1.171, -0.296], [1.841, -0.027, -0.196], [0.228, 0.076, -0.441], [-0.451, 0.405, 1.214], [4.358, -1.167, -0.034], [2.490, 1.620, 0.316], [2.017, -2.147, -0.731], [-0.149, -0.879, -0.818], [0.091, 0.715, -1.284], [-0.915, 1.817, 1.223]],
  "lowdin_charge": [-0.66, -0.94, -0.59, 0.62, 0.66, 0.75, 0.11, 0.06, 0.06, -0.06],
  "relative_energy_kcal_mol": 24.8
}


{
  "formula": "C38H46Cl5NO3PPt",
  "method": "ωB97M-V/def2-TZVPD",
  "species": ["Pt", "Cl", "C", "C", "Cl", "C", "Cl", "C", "O", "C", "Cl", "C", "Cl", "C", "O", "C", "C", "C", "C", "C", "C", "N", "C", "C", "C", "C", "C", "C", "C", "O", "H", "H", "H", "H", "H", "H", "H", "H", "H", "H", "H", "H", "H", "C", "C", "C", "C", "C", "C", "P", "C", "C", "C", "C", "C", "C", "C", "C", "C", "C", "C", "C", "H", "H", "H", "H", "H", "H", "H", "H", "H", "H", "H", "H", "H", "H", "H", "H", "H", "H", "H", "H", "H", "H", "H", "H", "H", "H", "H", "H", "H", "H", "H", "H", "H"],
  "coordinates": [[0.191, -1.173, 0.036], [-2.311, -6.015, 4.782], [-1.820, -5.249, 3.380], [-0.928, -4.121, 3.471], [-0.365, -3.599, 4.987], [-0.542, -3.495, 2.334], [0.587, -2.173, 2.379], [-1.035, -3.877, 1.039], [-0.772, -3.233, -0.003], [-1.887, -5.052, 0.979], [-2.409, -5.538, -0.547], [-2.266, -5.712, 2.124], [-3.278, -7.071, 2.035], [5.235, 2.228, 0.051], [4.866, 0.834, 0.173], [4.509, 0.389, 1.393], [4.110, 1.205, 2.443], [3.743, 0.650, 3.659], [3.795, -0.729, 3.867], [4.236, -1.542, 2.848], [4.582, -0.988, 1.616], [5.250, -1.808, 0.665], [5.333, -1.728, -0.620], [4.441, -1.155, -1.621], [4.984, -0.986, -2.868], [4.204, -0.634, -3.985], [2.794, -0.528, -3.877], [2.210, -0.695, -2.669], [2.990, -0.952, -1.466], [2.457, -1.039, -0.343], [5.616, 2.350, -0.955], [6.006, 2.483, 0.773], [4.367, 2.871, 0.188], [4.103, 2.279, 2.317], [3.428, 1.303, 4.463], [3.542, -1.151, 4.831], [4.340, -2.616, 2.999], [5.904, -2.464, 1.086], [6.190, -2.258, -1.025], [6.055, -1.127, -2.989], [4.680, -0.480, -4.946], [2.194, -0.331, -4.758], [1.135, -0.656, -2.563], [0.622, 4.427, 0.106], [0.687, 3.706, -1.251], [0.316, 2.218, -1.115], [-0.752, 2.049, -0.015], [-0.092, 2.336, 1.353], [0.959, 3.462, 1.242], [-1.535, 0.397, -0.056], [-2.592, 0.233, -1.542], [-3.311, 1.545, -1.965], [-2.735, 2.135, -3.253], [-2.848, 1.140, -4.427], [-2.728, -0.330, -3.970], [-1.853, -0.429, -2.723], [-2.488, 0.273, 1.502], [-3.631, 1.304, 1.619], [-4.965, 0.834, 1.031], [-5.361, -0.544, 1.561], [-4.279, -1.580, 1.263], [-2.942, -1.153, 1.875], [-0.378, 4.840, 0.270], [1.303, 5.277, 0.112], [1.688, 3.788, -1.681], [0.005, 4.184, -1.957], [1.193, 1.631, -0.820], [-0.024, 1.835, -2.080], [-1.551, 2.768, -0.200], [0.395, 1.426, 1.722], [-0.853, 2.618, 2.081], [1.947, 3.026, 1.058], [1.016, 3.996, 2.190], [-3.346, -0.479, -1.209], [-3.318, 2.289, -1.169], [-4.357, 1.292, -2.150], [-1.696, 2.442, -3.103], [-3.279, 3.048, -3.487], [-2.077, 1.364, -5.166], [-3.797, 1.282, -4.939], [-2.316, -0.944, -4.770], [-3.713, -0.747, -3.745], [-0.908, 0.091, -2.931], [-1.623, -1.474, -2.484], [-1.712, 0.551, 2.221], [-3.335, 2.264, 1.188], [-3.773, 1.482, 2.689], [-4.922, 0.804, -0.062], [-5.731, 1.564, 1.289], [-6.311, -0.855, 1.127], [-5.513, -0.487, 2.645], [-4.183, -1.721, 0.181], [-4.565, -2.549, 1.678], [-2.164, -1.871, 1.614], [-3.043, -1.178, 2.965]],
  "lowdin_charge": [0.97, 0.87, -0.65, -0.68, 0.80, -0.57, 0.79, -0.45, -0.13, -0.59, 0.86, -0.70, 0.81, 0.01, -0.09, -0.23, 0.01, -0.02, -0.06, -0.02, -0.16, 0.18, 0.07, -0.08, 0.03, 0.06, 0.00, 0.03, -0.30, -0.08, 0.10, 0.11, 0.09, 0.12, 0.13, 0.12, 0.13, 0.19, 0.17, 0.15, 0.14, 0.14, 0.08, -0.17, -0.16, -0.21, -0.42, -0.19, -0.18, 1.00, -0.39, -0.17, -0.17, -0.16, -0.17, -0.23, -0.41, -0.16, -0.17, -0.17, -0.18, -0.19, 0.12, 0.12, 0.12, 0.12, 0.09, 0.08, 0.12, 0.09, 0.12, 0.09, 0.12, 0.10, 0.10, 0.13, 0.09, 0.12, 0.11, 0.12, 0.12, 0.12, 0.08, 0.11, 0.10, 0.10, 0.13, 0.09, 0.13, 0.12, 0.13, 0.10, 0.12, 0.04, 0.14],
  "charge": 3,
  "s2": 6.07,
  "spin_multiplicity": 5,
  "e_tot_ha": -4516.68087
}


{
  "formula": "C12H13NO",
  "method": "ωB97M-V/def2-TZVPD",
  "species": ["C", "C", "C", "C", "C", "C", "C", "C", "C", "C", "C", "C", "H", "H", "H", "H", "H", "H", "H", "H", "H", "H", "H", "H", "H", "N", "O"],
  "coordinates": [[-2.790, -2.280, 1.423], [-1.660, -2.339, 0.438], [-0.027, -0.690, -0.246], [0.691, -1.574, -1.012], [1.846, -1.167, -1.723], [2.226, 0.151, -1.714], [1.535, 1.096, -0.945], [1.939, 2.457, -1.032], [1.194, 3.370, -0.298], [0.061, 3.024, 0.463], [-0.305, 1.682, 0.543], [0.434, 0.708, -0.179], [-1.653, -0.993, 2.634], [-2.980, -1.705, 3.349], [-3.277, -3.266, 1.477], [-3.475, -1.563, 1.054], [-0.907, -3.035, 0.803], [-2.060, -2.655, -0.499], [0.416, -2.654, -0.962], [2.413, -1.968, -2.283], [3.102, 0.426, -2.287], [2.769, 2.749, -1.663], [1.555, 4.361, -0.389], [-0.476, 3.800, 1.028], [-1.181, 1.361, 1.063], [-2.224, -1.890, 2.721], [-1.192, -1.032, 0.416]],
  "lowdin_charge": [-0.26, -0.24, -0.17, -0.03, -0.08, -0.06, -0.19, -0.02, -0.09, -0.07, -0.01, -0.08, 0.10, 0.05, 0.12, 0.10, 0.13, 0.12, 0.12, 0.12, 0.11, 0.11, 0.09, 0.11, 0.10, 0.00, -0.07],
  "relative_energy_kcal_mol": 5.7
}


{
  "formula": "C5H12N2O",
  "method": "ωB97M-V/def2-TZVPD",
  "species": ["N", "C", "C", "C", "C", "N", "C", "O", "H", "H", "H", "H", "H", "H", "H", "H", "H", "H", "H", "H"],
  "coordinates": [[0.180, 0.709, -1.378], [2.151, 1.420, 0.933], [1.702, 0.049, 0.412], [0.257, 0.059, -0.058], [-0.353, -1.341, -0.057], [-1.679, -1.410, -0.417], [-2.644, -0.378, -0.058], [0.278, -2.349, 0.189], [0.888, 0.298, -1.980], [-0.702, 0.477, -1.829], [2.156, 2.164, 0.124], [3.175, 1.344, 1.282], [1.473, 1.803, 1.690], [2.356, -0.183, -0.426], [1.861, -0.698, 1.182], [-0.313, 0.686, 0.637], [-2.057, -2.344, -0.379], [-2.669, -0.181, 1.020], [-3.641, -0.699, -0.348], [-2.418, 0.574, -0.537]],
  "lowdin_charge": [0.06, -0.10, -0.22, -0.34, -0.46, 0.00, -0.09, 0.07, 0.08, 0.06, 0.07, 0.07, 0.07, 0.11, 0.11, 0.13, 0.13, 0.09, 0.08, 0.07],
  "relative_energy_kcal_mol": 19.3
}


{
  "formula": "C5H9IN2O4S",
  "method": "ωB97M-V/def2-TZVPD",
  "species": ["C", "C", "C", "C", "C", "N", "N", "O", "O", "O", "O", "S", "I", "H", "H", "H", "H", "H", "H", "H", "H", "H"],
  "coordinates": [[0.970, -1.350, -1.912], [-1.510, -0.010, -0.269], [-0.535, 0.217, 0.602], [-0.504, -0.155, 2.071], [0.566, 1.212, 0.308], [0.799, -1.310, -0.727], [-1.498, 0.526, -1.560], [0.181, -3.333, 0.516], [0.873, -1.305, -3.061], [2.362, -3.268, -0.278], [1.883, -1.832, 1.576], [1.461, -2.436, 0.375], [-2.894, -1.634, 0.199], [0.219, -1.030, 2.275], [-1.451, -0.479, 2.437], [-0.093, 0.577, 2.707], [1.530, 0.737, 0.622], [0.435, 2.144, 1.033], [0.654, 1.808, -0.502], [-2.460, 0.788, -1.853], [-1.086, -0.199, -2.058], [-0.725, -2.860, 0.710]],
  "lowdin_charge": [-0.34, -0.72, -0.44, -0.09, -0.06, 0.02, 0.05, -0.19, 0.22, -0.21, -0.24, 0.54, 0.89, 0.08, 0.03, 0.07, 0.09, 0.13, 0.02, 0.11, 0.02, 0.01],
  "relative_energy_kcal_mol": 19.0
}


{
  "formula": "C4H6NO",
  "method": "ωB97M-V/def2-TZVPD",
  "species": ["C", "C", "C", "C", "N", "O", "H", "H", "H", "H", "H", "H"],
  "coordinates": [[-1.048, 0.382, -0.673], [0.045, -0.143, 1.231], [-0.875, 0.398, 1.995], [1.157, -0.347, -0.940], [0.002, -0.052, -0.131], [-1.667, 0.821, 2.665], [-1.965, 0.376, -0.133], [-0.960, 0.365, -1.770], [0.948, -0.784, 1.545], [0.844, -0.727, -1.926], [1.507, 0.620, -1.294], [2.011, -0.910, -0.569]],
  "lowdin_charge": [0.17, -0.05, -0.12, 0.02, -0.19, 0.34, 0.13, 0.14, 0.19, 0.12, 0.12, 0.12],
  "charge": 1,
  "relative_energy_kcal_mol": 42.7
}


{
  "formula": "C3H6OS2",
  "method": "ωB97M-V/def2-TZVPD",
  "species": ["C", "C", "C", "H", "H", "H", "H", "H", "H", "O", "S", "S"],
  "coordinates": [[0.004, 1.130, 0.692], [-0.849, -0.027, 0.477], [-0.100, -1.314, 0.039], [0.907, 1.525, -1.305], [1.240, 0.544, 0.569], [-0.168, 1.629, 1.860], [0.318, -1.751, 0.987], [-0.699, -2.009, -0.712], [1.043, -0.820, -1.643], [1.156, -0.922, -0.631], [-0.260, 2.311, -0.953], [-2.592, -0.298, 0.619]],
  "lowdin_charge": [-0.50, -0.82, -0.27, -0.11, 0.17, 0.15, 0.13, 0.15, 0.13, -0.21, 0.59, 0.58],
  "relative_energy_kcal_mol": 100.6
}


Repeat the first record exactly.
{
  "formula": "CH3Cl2PS",
  "method": "ωB97M-V/def2-TZVPD",
  "species": ["C", "P", "S", "Cl", "Cl", "H", "H", "H"],
  "coordinates": [[0.886, 0.934, 0.208], [-0.828, -1.473, -0.856], [0.811, -0.891, 0.230], [-1.654, -2.641, 0.504], [-1.904, 0.231, -0.684], [1.687, 1.300, 0.939], [-0.120, 1.327, 0.409], [1.121, 1.213, -0.751]],
  "lowdin_charge": [-0.48, -0.24, 0.39, 0.14, 0.17, 0.07, -0.03, -0.02],
  "relative_energy_kcal_mol": 16.0
}